Entry 1:
Here is a structure of composition C36H32BrF4N3O3PTi from the Open Molecules 2025 dataset. Energies are from the ωB97M-V functional and the def2-TZVPD basis.

Structure (XYZ):
```
81
Properties=species:S:1:pos:R:3:lowdin_spin:R:1
H -3.117 2.829 0.413 0.002
H 0.445 4.996 -0.182 -0.001
P 1.065 -1.662 0.123 0.005
H 0.540 3.014 3.359 0.000
H 0.389 -3.832 -1.804 0.000
H 1.826 -6.400 1.508 0.000
C 5.451 -0.877 1.451 0.000
H 1.230 -1.953 -5.554 0.000
C 1.126 2.037 -0.710 -0.034
C -5.108 -1.106 -2.588 0.266
H 0.402 3.316 -3.021 -0.001
H -1.928 4.439 2.156 0.000
C 0.766 -2.984 -2.361 0.001
N -1.521 0.238 2.069 -0.046
H 2.036 0.062 -4.352 0.000
H -1.689 4.219 3.899 0.000
C 1.530 -4.361 0.904 0.000
C -3.758 -0.517 -0.666 0.125
C -2.368 2.970 -0.361 0.007
C -3.908 -1.281 -3.319 0.055
C -4.979 -0.732 -1.229 0.060
H -3.465 4.423 -1.428 -0.005
F 6.704 -0.579 1.815 0.000
C -0.400 3.242 -2.294 -0.017
C -1.889 -1.282 3.831 -0.011
C -2.176 0.050 3.131 -0.023
H -1.621 -1.102 4.876 -0.001
H -6.075 -1.274 -3.040 0.022
C 5.217 -1.583 0.292 0.000
H -2.229 -5.018 1.460 0.000
H -1.740 -1.179 -3.238 0.012
H 2.586 -4.175 0.752 0.000
H 2.857 5.025 1.876 0.000
N -2.616 -0.634 -1.436 0.269
C 0.609 -3.341 0.682 0.000
H -0.773 5.589 0.941 0.000
H -3.932 -1.576 -4.362 -0.001
F 3.788 -2.656 -1.164 0.000
C 2.275 4.106 1.733 0.000
H -0.585 -6.829 1.851 0.000
C -1.563 3.924 -2.439 -0.038
C -0.251 -5.852 1.522 0.000
O 2.195 2.188 -1.357 -0.029
O 1.121 1.366 0.473 -0.019
C 2.819 -1.503 0.683 0.001
C 1.691 -0.803 -3.798 0.001
C 0.772 -3.021 -3.749 0.001
F 6.249 -1.981 -0.465 0.000
C 0.289 5.379 0.831 -0.001
C -0.748 -3.584 0.890 0.002
C 1.682 -0.754 -2.412 0.000
H -2.815 -1.867 3.847 -0.001
H -1.455 -2.778 0.725 0.002
H -1.874 2.816 2.852 0.000
C 1.104 -5.612 1.328 0.000
C 0.041 3.738 2.718 0.000
C -2.694 -1.066 -2.744 0.126
C 3.918 -1.899 -0.066 0.000
C 4.384 -0.518 2.253 0.000
H 0.400 -3.898 -4.265 0.000
H 2.590 3.372 2.477 0.000
Br 1.718 -0.384 3.085 0.002
Ti -0.620 0.521 0.492 0.471
C -2.557 3.833 -1.386 -0.065
O -1.411 -0.772 -0.808 0.048
C 1.225 -1.857 -1.689 0.001
C -1.173 -4.839 1.300 0.001
F 4.654 0.122 3.397 0.000
C 3.090 -0.829 1.885 0.000
N -1.265 2.167 -0.256 -0.115
H 2.020 0.155 -1.916 0.000
C 1.236 -1.930 -4.470 0.000
H -1.749 4.538 -3.313 -0.002
H 2.517 3.708 0.743 0.000
H -5.854 -0.592 -0.606 -0.001
H -1.099 -1.869 3.335 0.000
C -1.443 3.819 2.909 0.000
H -3.590 -0.218 0.360 0.011
C 0.801 4.385 1.836 0.000
H 0.843 6.322 0.915 0.000
C -0.166 2.452 -1.130 -0.081
```

**Spin multiplicity**: 2
**LUMO (alpha / beta)**: 4.12 / 4.12 eV
**Total charge**: -2
**Frontier orbital gap (alpha / beta)**: 3.843 / 3.809 eV
**Energy above the lowest of the compared OMol25 structures with the same formula, charge and spin**: 0.0 kJ/mol
**E_HOMO (alpha / beta)**: 0.28 / 0.32 eV

Entry 2:
Here is a cluster of 4 separate species, C4H17NO3 in total at a distorted geometry from the Open Molecules 2025 dataset. Energies are from the ωB97M-V functional and the def2-TZVPD basis.

Structure (XYZ):
```
25
Properties=species:S:1:pos:R:3:nbo_charge:R:1
H -2.297 -1.493 -2.187 0.206
H 2.317 0.825 -0.408 0.478
H 1.750 0.284 3.891 0.471
N 0.099 1.514 -0.065 -0.887
H -1.574 1.193 -1.145 0.171
C -1.483 -1.002 -2.621 -0.615
H -1.614 -1.610 0.260 0.206
H -0.315 2.407 0.078 0.356
H -0.069 1.293 -2.200 0.182
H -0.934 -0.247 3.089 0.456
H 0.649 -0.917 -1.746 0.186
O 1.738 0.328 2.964 -0.933
H 0.265 -1.573 0.334 0.228
H 2.205 1.548 0.866 0.470
H 2.580 0.725 2.763 0.491
H 0.128 0.584 2.569 0.482
O -0.815 0.538 2.661 -0.958
H -0.910 -1.624 -3.332 0.211
C -0.510 0.851 -1.274 -0.215
O 2.467 0.648 0.516 -0.953
C -0.429 -0.711 -1.486 -0.205
C -0.633 -1.723 -0.284 -0.626
H -1.847 -0.121 -3.164 0.211
H -0.741 -2.677 -0.829 0.209
H -0.027 0.960 0.749 0.376
```

**Spin multiplicity**: 1
**LUMO**: 0.58 eV
**Total charge**: 0
**Structure (SMILES)**: CC(C)CN.O.O.O
**Frontier orbital gap**: 9.160 eV
**Energy above the lowest of the compared OMol25 structures with the same formula, charge and spin**: 170.6 kJ/mol
**E_HOMO**: -8.58 eV

Entry 3:
Here is a structure of composition C6H10N2 at a distorted geometry from the Open Molecules 2025 dataset. Energies are from the ωB97M-V functional and the def2-TZVPD basis.

Structure (XYZ):
```
18
Properties=species:S:1:pos:R:3:nbo_charge:R:1
H -1.875 -2.370 -0.144 0.230
C -0.636 -0.825 -0.852 0.005
H -0.566 2.375 -0.754 0.203
N -0.155 0.452 -1.081 -0.415
C -1.664 -1.316 -0.128 -0.285
H 2.459 1.069 1.326 0.163
N 2.590 -0.267 -0.447 -0.846
H -3.222 -0.717 1.254 0.226
H 1.361 -0.312 1.181 0.175
C -2.109 1.026 0.225 -0.273
H -2.670 1.880 0.617 0.235
H 3.282 0.611 -1.072 0.347
H -0.132 -1.719 -1.151 0.196
C -1.049 1.299 -0.611 0.031
H 3.092 -0.295 1.347 0.176
C -2.423 -0.395 0.492 -0.129
H 1.387 -0.586 -1.018 0.397
C 2.330 0.090 0.814 -0.436
```

**Spin multiplicity**: 1
**LUMO**: 0.37 eV
**Total charge**: 0
**Frontier orbital gap**: 8.096 eV
**Energy above the lowest of the compared OMol25 structures with the same formula, charge and spin**: 539.2 kJ/mol
**E_HOMO**: -7.72 eV